(1)
Density functional theory data (wB97M-V/def2-TZVPD) for a molecular structure, C11H5CoN2O5 in a non-equilibrium geometry.

HOMO (alpha / beta) in hartree: -0.4105 / -0.5176
Lowest unoccupied orbital energy (alpha / beta) in eV: -4.3 / -7.0
HOMO-LUMO gap (alpha / beta) in eV: 6.85 / 7.06
Maximum force in eV/A: 8.7
ΔE to the lowest compared entry with this formula, charge and spin in kJ/mol: 0.00

Structure (ORCA input):
```
! wB97M-V def2-TZVPD RIJCOSX def2/J DEFGRID3
* xyz 1 4
O 1.07438 3.29103 -6.51353
C 1.06450 3.25146 -5.36278
Co 1.11100 0.93864 -1.21963
C 1.09124 1.48425 0.46474
O 1.12472 1.74379 1.59101
C 1.20829 -0.80346 -1.39457
O 1.20320 -1.95754 -1.34444
C 2.84325 1.08163 -1.49763
O 3.99584 1.05611 -1.56663
C -0.59769 1.09095 -1.75076
O -1.74176 1.00815 -1.94849
H 1.12723 0.82125 -2.69043
N 0.52437 -3.74904 3.66347
C -0.00653 -2.91528 3.03484
C -0.65037 -1.84179 2.27380
C -1.97116 -1.38155 2.55015
C -2.50070 -0.25253 1.89757
C -1.66511 0.34444 0.94045
N -0.50919 -0.20908 0.62532
C 0.08744 -1.16320 1.30319
H -2.52797 -1.90656 3.34117
H -3.47871 0.19697 2.08140
H -1.92860 1.25002 0.43722
H 1.12231 -1.37863 1.08455
*
```

Here are the Löwdin charges for atoms 1 to 6, given in e: number 1, O, carries 0.01; number 2, C, carries 0.00; number 3, Co, carries 0.17; number 4, C, carries -0.10; number 5, O, carries 0.20; number 6, C, carries -0.14

***

(2)
Density functional theory data (wB97M-V/def2-TZVPD) for a molecular structure, C11H7BrN2O2S3 in a non-equilibrium geometry.

HOMO in hartree: -0.3205
Lowest unoccupied orbital energy in eV: 0.1
HOMO-LUMO gap in eV: 8.86
Maximum force in eV/A: 16.7

Structure (ORCA input):
```
! wB97M-V def2-TZVPD RIJCOSX def2/J DEFGRID3
* xyz 0 1
O -2.31503 -3.41623 0.01991
S -1.64760 -2.20371 0.39940
O -1.15103 -2.01203 1.71052
N -0.52892 -1.82277 -0.71089
C 0.52843 -1.20882 -0.50961
N 1.53574 -1.09549 -0.97830
C 2.39448 -0.23907 -0.33990
C 3.73714 0.16622 -1.12096
C 4.48874 1.10821 -0.45239
C 4.11398 1.71928 0.75350
C 2.75246 1.72243 1.28700
C 1.91612 0.68110 0.52779
S 0.42518 -0.13190 0.91877
H 2.46733 2.13496 2.17438
H 4.69810 2.47762 1.11786
H 5.46317 1.25921 -0.60298
H 4.14424 -0.55331 -1.81288
H -0.48315 -2.48932 -1.36635
C -2.88385 -0.80164 0.06284
C -2.85189 0.42975 -0.15328
C -4.08714 1.08371 -0.43126
C -5.21439 0.39709 0.17007
S -4.63248 -1.19870 0.49137
Br -6.95066 0.86686 0.24170
H -4.13383 2.28783 -0.87796
H -1.78515 0.83872 -0.51835
*
```

Here are the Löwdin charges for atoms 1 to 6, given in e: number 1, O, carries -0.27; number 2, S, carries 0.62; number 3, O, carries -0.32; number 4, N, carries -0.03; number 5, C, carries -0.76; number 6, N, carries 0.12

***

(3)
Density functional theory data (wB97M-V/def2-TZVPD) for a molecular structure, C11H7LaN2O6 in a non-equilibrium geometry.

HOMO in hartree: -0.5888
Lowest unoccupied orbital energy in eV: -9.3
HOMO-LUMO gap in eV: 6.71
Maximum force in eV/A: 7.3
ΔE to the lowest compared entry with this formula, charge and spin in kJ/mol: 0.00

Structure (ORCA input):
```
! wB97M-V def2-TZVPD RIJCOSX def2/J DEFGRID3
* xyz 2 1
O 0.15932 3.62960 -2.60134
C 0.07764 2.51213 -2.34487
La -0.82570 -1.64795 0.29446
O 0.07349 2.00323 0.94255
C -0.35860 0.94215 0.67650
C 0.73776 -1.80984 -1.60299
O 0.39125 -2.98239 -1.11895
C 1.04564 -0.40625 -0.79745
O 2.01266 0.27036 -0.74454
C -2.39371 0.22419 -0.39882
O -3.11304 1.05189 -0.66114
H 0.24206 -1.52624 -2.58071
N -2.05803 -2.68176 6.48025
C -1.97952 -2.22285 5.16898
O -2.98069 -2.00516 4.49202
C -0.64193 -2.16510 4.53241
C 0.53091 -2.64738 5.13197
C 1.70840 -2.63729 4.37494
C 1.65248 -2.21405 3.05888
N 0.50134 -1.83554 2.41473
C -0.59506 -1.63791 3.21316
H -2.98506 -2.64362 6.88426
H -1.25486 -2.72502 7.06348
H 0.52369 -3.02825 6.14614
H 2.67160 -2.95978 4.75599
H 2.56255 -2.15686 2.44966
H -1.46909 -1.08371 2.80234
*
```

Here are the Löwdin charges for atoms 1 to 6, given in e: number 1, O, carries 0.07; number 2, C, carries 0.04; number 3, La, carries 2.05; number 4, O, carries 0.18; number 5, C, carries -0.11; number 6, C, carries -0.24

***

Question: maximum force of number 2 (C11H7BrN2O2S3)?
Answer: 16.7 eV/A

***

Question: Among the records above, which one has the highest maximum force?
Answer: C11H7BrN2O2S3

***

Question: What is the maximum force in the second record?
Answer: 16.7 eV/A

***

Question: Which of these has the lowest maximum force?
Answer: C11H7LaN2O6